Entry 1:
The following is a quantum chemistry calculation of the molecule C19H23F3N4O2 in a non-equilibrium geometry, from the OMol25 dataset.

```
51
Properties=species:S:1:pos:R:3:forces:R:3
O 1.794 2.500 1.690 -0.1 0.2 0.1
C 1.510 1.432 1.179 0.3 -0.3 -0.1
N 2.412 0.494 0.831 0.1 -0.2 0.0
C 3.840 0.669 0.988 0.3 0.3 0.3
C 4.426 1.443 -0.205 -0.3 0.0 0.0
C 4.121 0.814 -1.565 0.3 0.0 0.0
C 5.142 -0.227 -2.033 0.0 0.0 0.1
C 5.672 -1.158 -0.939 -0.2 -0.1 -0.2
C 4.616 -1.621 0.066 0.3 0.0 0.2
C 4.496 -0.683 1.268 -0.2 0.0 -0.1
C 0.119 1.021 0.885 -1.0 -0.2 -0.2
C -1.057 1.721 1.212 0.0 -0.1 0.0
C -2.080 0.932 0.729 0.5 0.2 0.0
N -1.493 -0.149 0.152 -0.2 0.4 0.1
N -0.155 -0.108 0.245 0.7 -0.1 0.0
C -2.190 -1.253 -0.433 -0.1 -0.6 0.0
C -2.158 -2.452 0.537 0.1 -0.2 0.0
F -0.941 -2.991 0.622 0.2 0.1 -0.1
F -2.526 -2.124 1.783 -0.1 0.3 0.2
F -2.985 -3.433 0.140 -0.2 0.0 -0.3
C -3.619 -0.824 -0.778 0.1 0.0 0.2
C -4.269 -0.050 0.380 -0.3 0.0 -0.3
C -5.639 0.411 -0.005 -0.2 -0.4 0.9
C -6.830 0.333 0.656 0.7 -0.1 -0.2
C -7.786 0.961 -0.180 0.1 0.2 -0.5
C -7.103 1.373 -1.280 -0.9 0.0 0.3
O -5.805 1.046 -1.184 0.5 0.0 -0.2
N -3.436 1.111 0.662 -0.2 0.1 0.1
H 2.058 -0.351 0.410 -0.1 0.0 0.0
H 3.965 1.305 1.875 0.0 -0.2 -0.1
H 5.502 1.556 -0.069 0.1 0.1 0.0
H 3.981 2.440 -0.173 0.1 0.0 0.1
H 3.125 0.371 -1.529 -0.1 0.0 -0.1
H 4.083 1.604 -2.319 -0.1 0.0 0.0
H 5.997 0.285 -2.482 0.0 0.0 -0.1
H 4.677 -0.826 -2.820 0.1 0.0 -0.1
H 6.113 -2.029 -1.429 0.1 0.0 0.0
H 6.476 -0.661 -0.393 0.1 0.0 0.0
H 4.904 -2.604 0.447 -0.1 0.0 0.0
H 3.653 -1.739 -0.430 -0.1 -0.1 -0.1
H 5.495 -0.505 1.671 0.0 0.0 0.0
H 3.912 -1.177 2.049 0.0 0.0 0.1
H -1.123 2.658 1.721 -0.1 0.2 0.1
H -1.652 -1.587 -1.330 -0.1 0.1 0.2
H -4.223 -1.695 -1.029 0.1 0.1 0.0
H -3.581 -0.161 -1.644 0.0 -0.1 0.0
H -4.372 -0.699 1.264 0.0 0.1 -0.2
H -7.006 -0.117 1.611 0.0 -0.1 0.2
H -8.831 1.084 0.017 -0.2 0.1 0.0
H -7.414 1.889 -2.166 0.1 0.1 -0.2
H -3.814 1.771 1.325 0.0 -0.1 0.0
```
Positions in Å, forces in eV/Å.

ΔE to the lowest compared entry with this formula, charge and spin in kJ/mol: 0.00
LUMO level in eV: 0.66
Energy in eV: -38285.0700

Here are the Mulliken charges for atoms 1 to 8, given in e:
1 O -0.7270
2 C -0.1973
3 N 0.0337
4 C -0.2924
5 C -1.0230
6 C -0.5017
7 C -0.7734
8 C -0.6912

---

Entry 2:
The following is a quantum chemistry calculation of the molecule C19H23FN4S, from the OMol25 dataset.

```
48
Properties=species:S:1:pos:R:3:forces:R:3
C -1.504 -0.605 2.213 -0.3 0.0 -0.2
C -2.694 -0.580 1.259 0.1 0.0 0.2
N -2.789 0.684 0.553 -0.2 -0.1 0.0
C -4.111 0.963 0.026 -0.1 0.2 0.0
C -4.306 2.452 -0.239 -0.1 -0.3 0.0
C -1.722 0.882 -0.416 0.2 0.4 0.3
C -0.797 2.032 0.005 0.1 -0.2 -0.4
C 0.422 2.163 -0.906 -0.2 0.3 0.1
N 1.333 1.064 -0.704 -0.3 -0.4 0.0
C 2.648 1.190 -0.477 0.4 0.0 0.0
N 3.188 2.409 -0.525 -0.6 0.0 -0.2
C 4.478 2.537 -0.272 0.3 -0.1 0.1
N 5.327 1.587 0.054 0.7 0.2 0.1
C 4.803 0.369 0.102 -0.5 -0.2 -0.1
S 5.708 -1.043 0.556 -0.3 0.2 -0.1
C 4.292 -2.018 0.371 0.0 0.2 0.0
C 3.188 -1.335 -0.033 0.4 -0.3 0.2
C 1.898 -1.994 -0.282 -0.1 -0.1 0.0
C 1.278 -1.892 -1.528 0.0 -0.2 0.1
C 0.061 -2.505 -1.763 -0.2 -0.1 0.1
C -0.528 -3.229 -0.741 0.1 0.0 0.1
F -1.721 -3.818 -0.960 0.1 0.1 0.0
C 0.073 -3.365 0.498 -0.2 -0.1 -0.2
C 1.290 -2.747 0.720 0.0 0.1 -0.2
C 3.464 0.062 -0.183 0.5 0.3 0.1
H -1.553 0.251 2.881 0.0 0.1 0.1
H -0.559 -0.577 1.677 0.2 0.0 0.0
H -1.530 -1.515 2.808 0.1 -0.1 0.1
H -3.607 -0.702 1.848 0.0 0.0 -0.1
H -2.629 -1.437 0.564 -0.1 0.0 0.0
H -4.316 0.392 -0.898 0.0 0.0 0.1
H -4.841 0.649 0.776 0.0 0.0 -0.1
H -4.072 3.017 0.659 0.0 0.1 0.1
H -3.666 2.800 -1.046 0.1 0.1 -0.1
H -5.339 2.644 -0.517 -0.1 0.1 -0.1
H -1.143 -0.044 -0.520 -0.1 0.0 0.0
H -2.140 1.106 -1.405 0.0 -0.1 0.0
H -0.467 1.868 1.031 0.0 0.0 0.1
H -1.361 2.964 -0.015 -0.1 0.1 0.0
H 0.977 3.078 -0.693 -0.1 -0.1 -0.1
H 0.101 2.185 -1.956 0.0 0.1 0.0
H 0.935 0.139 -0.650 0.1 0.1 0.0
H 4.877 3.541 -0.329 0.0 0.1 0.0
H 4.363 -3.074 0.546 -0.1 -0.2 0.0
H 1.761 -1.338 -2.320 0.0 0.1 -0.1
H -0.428 -2.433 -2.721 -0.1 0.0 -0.1
H -0.412 -3.943 1.268 -0.1 -0.1 0.1
H 1.771 -2.835 1.682 0.0 0.0 0.1
```
Positions in Å, forces in eV/Å.

LUMO level in eV: 0.58
Energy in eV: -39590.1505

Here are the Mulliken charges for atoms 1 to 8, given in e:
1 C -1.0401
2 C -0.4422
3 N 0.2569
4 C -0.4603
5 C -1.2929
6 C -0.1643
7 C -0.4222
8 C -0.9289

---

Entry 3:
The following is a quantum chemistry calculation of a structure of composition C19H23HoN2O5S2 in a non-equilibrium geometry, from the OMol25 dataset.

```
52
Properties=species:S:1:pos:R:3:forces:R:3
Ho 0.964 -1.098 -0.211 -2.2 -1.5 -2.3
C -0.765 -3.309 -0.457 0.2 -0.5 1.9
C -0.160 -3.746 -1.662 1.8 0.2 -1.1
C -1.116 -3.588 -2.680 0.0 0.0 0.1
C -2.334 -3.231 -2.093 0.6 0.0 -0.5
C -2.142 -3.164 -0.723 0.0 1.4 0.3
H -0.315 -3.207 0.573 -0.6 -0.9 -1.0
H 0.810 -4.277 -1.885 -0.9 0.9 0.7
H -0.930 -3.659 -3.734 0.1 -0.3 -0.3
H -3.162 -2.838 -2.642 -0.7 -0.3 -0.1
H -2.924 -2.874 -0.042 0.1 0.2 0.4
N 2.447 -1.284 -2.176 1.1 0.5 -0.5
C 3.701 -0.478 -1.948 -0.9 0.3 1.5
C 3.889 -0.109 -0.436 -1.2 -0.5 -0.7
O 4.991 0.104 0.013 -0.9 0.0 0.3
O 2.689 -0.042 0.186 3.0 0.9 0.2
H 2.598 -2.304 -2.171 -0.1 0.7 -0.6
H 2.026 -0.916 -3.053 0.2 -1.1 0.9
H 3.446 0.478 -2.366 0.2 0.6 -0.5
H 4.677 -0.778 -2.316 -0.3 -0.6 -0.4
C -2.028 5.886 -2.524 -2.1 -1.7 0.3
O -2.014 4.420 -2.878 0.5 2.2 0.3
C -1.979 3.512 -1.901 0.6 -3.6 -0.2
C -2.687 3.510 -0.676 1.9 1.1 0.9
C -2.368 2.562 0.295 -2.1 0.2 0.7
C -1.581 1.408 0.096 0.5 -0.1 0.2
C -1.327 0.482 1.216 -1.5 -0.6 -2.1
C -2.118 0.693 2.446 0.2 0.2 1.5
O -0.663 -0.598 1.151 -0.2 1.9 0.6
C -1.042 1.264 -1.241 1.2 -0.3 0.1
O -0.210 0.283 -1.537 -0.5 0.6 0.6
C -1.285 2.282 -2.202 -0.3 1.1 0.1
H -1.843 6.405 -3.443 -0.2 0.0 -0.5
H -1.261 6.192 -1.831 0.3 -0.5 0.5
H -3.071 6.107 -2.124 1.4 0.0 -0.5
H -3.029 4.456 -0.271 -0.8 -0.1 -0.3
H -3.001 2.705 1.227 1.4 -0.2 -1.0
H -3.220 0.769 2.287 0.9 -0.5 0.0
H -1.829 1.691 2.805 -0.1 -0.3 0.4
H -1.808 -0.106 3.178 -0.7 0.9 -0.6
H -0.804 2.128 -3.180 -0.3 0.3 0.5
S 2.324 -3.295 0.999 0.1 -0.1 0.4
C 2.000 -2.421 2.420 0.7 -0.5 -0.7
N 2.650 -1.324 2.746 -0.9 0.4 0.4
C 2.192 -0.623 3.983 1.6 -0.8 0.0
C 0.967 -1.439 4.586 2.8 0.1 -0.9
S 0.820 -2.951 3.560 -0.5 0.6 0.2
H 3.340 -0.965 2.070 -0.5 0.1 0.6
H 2.040 0.454 3.753 -0.4 -0.8 0.2
H 3.063 -0.700 4.659 -0.5 0.3 0.0
H 0.218 -0.721 4.549 -2.2 0.5 -0.1
H 1.161 -1.743 5.606 0.1 0.1 0.1
```
Positions in Å, forces in eV/Å.

ΔE to the lowest compared entry with this formula, charge and spin in kJ/mol: 0.00
LUMO level (spin up / spin down) in eV: -0.59 / -0.59
Energy in eV: -80763.6069
Multiplicity: 5

Here are the Mulliken charges for atoms 1 to 8, given in e:
1 Ho 0.5639
2 C 0.1582
3 C -0.8161
4 C -0.6714
5 C -0.4032
6 C -1.1119
7 H 0.5552
8 H 0.4510

---

Entry 4:
The following is a quantum chemistry calculation of the molecule C19H23N3O, from the OMol25 dataset.

```
46
Properties=species:S:1:pos:R:3:forces:R:3
C 0.577 2.455 -0.016 0.1 0.0 -0.3
C 1.858 1.974 -0.661 -0.3 0.2 0.2
O 2.118 2.210 -1.826 -0.1 0.1 -0.4
N 2.712 1.273 0.125 0.4 -0.2 0.1
C 2.483 0.904 1.505 -0.1 0.0 0.3
C 3.005 -0.534 1.738 -0.1 0.2 0.0
N 2.889 -1.301 0.514 0.2 -0.2 0.1
C 1.563 -1.501 0.073 -0.2 -0.2 -0.1
C 1.087 -1.115 -1.178 0.2 0.0 0.1
C -0.234 -1.316 -1.524 -0.3 -0.1 0.1
C -1.136 -1.908 -0.645 0.4 0.0 -0.1
N -2.465 -2.104 -1.023 -0.3 -0.3 -0.5
C -3.518 -1.751 -0.078 0.1 0.2 0.0
C -3.489 -0.272 0.221 -0.1 -0.1 0.1
C -2.774 0.219 1.306 -0.1 0.0 0.0
C -2.656 1.582 1.510 0.0 0.1 0.1
C -3.249 2.472 0.632 0.0 0.1 0.0
C -3.966 1.992 -0.451 0.0 0.1 -0.1
C -4.081 0.629 -0.656 0.0 -0.1 0.1
C -0.647 -2.346 0.586 -0.2 0.1 -0.1
C 0.672 -2.147 0.931 0.1 0.1 0.0
C 3.873 -0.816 -0.434 0.1 0.0 0.0
C 3.927 0.732 -0.449 0.1 0.0 -0.2
H 0.064 3.096 -0.727 0.0 0.0 0.0
H 0.778 3.016 0.893 0.0 0.0 0.1
H -0.070 1.609 0.214 -0.1 -0.1 0.1
H 1.414 0.927 1.714 0.1 0.0 0.0
H 2.990 1.609 2.178 -0.1 -0.1 0.1
H 4.059 -0.525 2.026 -0.1 0.0 0.0
H 2.439 -1.003 2.541 0.1 0.1 0.0
H 1.723 -0.613 -1.890 0.1 0.1 0.0
H -0.579 -0.984 -2.494 0.0 0.1 -0.1
H -2.643 -1.692 -1.933 0.0 -0.1 0.2
H -3.381 -2.331 0.835 -0.1 0.0 -0.1
H -4.472 -2.037 -0.530 0.1 0.0 0.1
H -2.306 -0.471 1.993 0.0 -0.1 0.1
H -2.099 1.952 2.360 0.0 0.0 0.1
H -3.154 3.536 0.791 0.0 0.1 0.0
H -4.433 2.681 -1.139 0.0 0.1 -0.1
H -4.640 0.258 -1.505 -0.1 0.0 -0.1
H -1.300 -2.857 1.277 -0.1 -0.1 0.1
H 1.022 -2.507 1.887 0.1 -0.1 0.1
H 4.847 -1.211 -0.123 0.0 0.0 -0.1
H 3.652 -1.221 -1.420 0.0 0.0 0.0
H 4.007 1.119 -1.465 0.1 0.0 0.2
H 4.780 1.092 0.136 0.0 0.0 -0.1
```
Positions in Å, forces in eV/Å.

ΔE to the lowest compared entry with this formula, charge and spin in kJ/mol: 64.04
LUMO level in eV: 0.75
Energy in eV: -26594.4758

Here are the Mulliken charges for atoms 1 to 8, given in e:
1 C -1.1254
2 C 1.0630
3 O -0.6903
4 N 0.1237
5 C -0.6818
6 C -0.9655
7 N -0.1095
8 C 0.5202